A molecular structure, C4H12O2S2Sn at a distorted geometry. Source: the Open Molecules 2025 dataset; level of theory: ωB97M-V with the def2-TZVPD basis set.

**Orbital gap**: 5.97 eV
**Charge**: +2
**Energy relative to the best compared isomer or geometry (same formula, charge and spin)**: 36.1 kcal/mol
**HOMO**: -16.7 eV

```
21
Properties=species:S:1:pos:R:3:forces:R:3:mulliken_charge:R:1
Sn 2.9894 -1.9248 -0.4145 -3.5 0.4 0.2 1.552
C -0.5183 2.0874 0.5848 1.0 -0.9 -0.5 -0.835
S 1.2760 1.4746 0.5105 -0.8 2.4 1.0 0.426
O 1.0810 0.0661 -0.0408 1.4 -1.8 -1.0 -0.439
C 2.1638 2.5015 -0.6933 -0.1 -0.2 -0.6 -0.889
H -0.9039 1.3294 1.2665 -0.3 0.1 -0.1 0.274
H -0.9411 1.9796 -0.4141 0.0 -0.1 0.0 0.327
H -0.7243 3.0862 0.9697 0.7 0.0 0.1 0.397
H 1.9049 2.3787 -1.7449 -0.4 -0.5 0.1 0.338
H 3.2086 2.2187 -0.5645 0.0 0.2 0.1 0.315
H 2.0439 3.5717 -0.5249 -0.1 -0.1 0.7 0.382
C -1.5182 -1.4496 -1.0884 -0.7 0.0 -0.4 -0.702
S -1.0175 -2.9390 -0.1240 -1.1 2.8 -0.6 0.494
O 0.4278 -2.9856 -0.5411 3.5 -0.2 0.1 -0.581
C -1.1425 -2.0919 1.4852 0.5 -1.1 -0.4 -0.728
H -0.8713 -0.6098 -0.8346 0.3 -0.5 0.1 -0.038
H -2.5400 -1.1006 -0.9394 -0.2 -0.5 0.4 0.432
H -1.4647 -1.6643 -2.1557 0.3 -0.3 0.1 0.387
H -2.1059 -1.5830 1.4536 0.0 -0.3 0.5 0.373
H -0.3145 -1.4029 1.6517 -0.1 0.0 -0.4 0.149
H -1.0334 -2.9425 2.1581 -0.5 0.4 0.6 0.368
```
Forces are in eV/Å.

A molecular structure, C27H43BrN2O2P2Pd at a distorted geometry. Source: the Open Molecules 2025 dataset; level of theory: ωB97M-V with the def2-TZVPD basis set.

**Orbital gap (alpha / beta)**: 5.86 / 3.20 eV
**Spin multiplicity**: 3
**Charge**: +2
**Energy relative to the best compared isomer or geometry (same formula, charge and spin)**: 0.0 kcal/mol
**HOMO (alpha / beta)**: -13.0 / -12.9 eV

```
78
Properties=species:S:1:pos:R:3:forces:R:3:lowdin_spin:R:1
C 4.3620 -6.8944 0.2687 0.3 0.1 0.0 0.004
C 4.5398 -5.4982 0.3081 0.3 -0.3 0.0 0.003
C 5.8511 -4.9841 0.3032 0.0 -0.3 0.1 0.004
C 6.9200 -5.8878 0.2659 -0.9 0.3 0.0 -0.001
N 6.7276 -7.2023 0.2323 0.5 -0.4 0.0 0.004
C 5.4995 -7.7098 0.2321 -0.4 0.8 0.0 -0.001
C 3.4026 -4.6178 0.3736 -1.2 0.9 0.1 0.028
C 2.4352 -3.8747 0.4542 1.3 -1.0 0.0 0.004
C 1.3212 -2.9854 0.5499 0.2 0.1 0.0 0.030
C 0.1963 -3.1841 -0.2683 -0.5 0.4 0.1 0.004
C -0.8818 -2.2945 -0.2046 0.4 -0.1 0.2 0.054
C -0.7390 -1.1811 0.6153 -0.3 0.6 -0.9 0.190
C 0.3173 -0.9780 1.5038 -0.1 -0.3 -0.4 0.051
C 1.3666 -1.9056 1.4580 -0.3 0.4 0.1 0.010
Pd -2.1465 0.2780 0.4617 -0.7 -1.6 1.7 0.345
P -1.9980 0.9264 -1.6113 0.3 -0.3 -1.4 0.093
H 6.0457 -3.9138 0.3399 -0.2 -0.2 0.0 0.000
H 3.3706 -7.3434 0.2776 0.2 0.2 0.0 0.000
H 7.9487 -5.5230 0.2654 -0.3 -0.2 0.0 0.000
H 5.3963 -8.7958 0.2041 0.1 0.3 0.0 0.000
H 2.2263 -1.7904 2.1217 -0.3 -0.1 -0.2 0.001
H 0.1544 -4.0327 -0.9477 0.1 0.1 0.2 0.001
H 0.2914 -0.1319 2.1846 0.2 -0.1 0.1 0.005
H -1.8106 -2.4411 -0.7467 0.1 -0.1 0.0 0.005
C -3.0196 2.4190 -1.8491 -0.3 -0.1 0.6 0.004
C -2.5900 3.3825 -2.9591 0.0 0.0 -0.2 0.001
H -3.0472 2.9151 -0.8666 -0.1 0.0 -0.3 0.001
H -4.0352 2.0304 -2.0272 0.2 0.1 0.1 0.000
H -3.3279 4.1889 -3.0384 0.2 -0.2 0.1 0.000
H -1.6196 3.8403 -2.7456 -0.1 0.0 -0.1 0.000
H -2.5416 2.8863 -3.9347 0.0 0.1 0.2 0.000
C -0.2348 1.2962 -1.8866 0.3 0.4 0.3 0.033
C 0.4646 0.5735 -3.0372 0.2 -0.1 -0.3 0.006
H 0.2558 1.0421 -0.9316 -0.1 0.1 -0.4 0.008
H -0.1756 2.3878 -2.0061 0.1 -0.2 0.0 0.002
H 1.5282 0.8493 -3.0284 -0.3 -0.1 0.0 0.001
H 0.4129 -0.5198 -2.9398 0.0 0.3 0.0 0.000
H 0.0651 0.8621 -4.0190 0.1 -0.1 0.3 0.000
C -2.5563 -0.3286 -2.8002 0.0 -0.5 0.4 0.013
C -2.9319 0.1643 -4.1993 0.0 0.1 -0.2 0.005
H -3.3989 -0.8513 -2.3175 0.2 0.1 -0.2 0.001
H -1.7411 -1.0634 -2.8537 -0.2 0.1 0.0 0.000
H -3.1802 -0.7062 -4.8208 0.0 0.2 0.2 0.001
H -3.8094 0.8212 -4.1815 0.2 -0.2 0.0 0.000
H -2.1073 0.6947 -4.6913 -0.2 -0.1 0.1 0.000
Br -3.9435 1.1338 1.9981 0.5 0.8 -0.1 0.027
P 1.8505 3.8959 2.0752 -2.0 -3.4 -1.2 0.620
C 1.3623 3.8548 0.2947 0.8 0.8 -0.3 0.089
C 1.3050 5.2715 -0.2791 -0.1 0.3 -0.3 0.013
H 0.3914 3.3445 0.2107 0.2 0.1 0.4 0.014
H 2.1072 3.2463 -0.2368 -0.1 0.2 0.2 0.002
H 1.3185 5.2500 -1.3745 0.0 0.0 0.2 0.000
H 0.3942 5.7931 0.0379 0.2 -0.1 0.0 0.000
H 2.1674 5.8615 0.0547 -0.2 -0.1 -0.2 0.005
C 0.2343 3.5736 2.9044 -0.1 1.2 0.5 0.093
C 0.2181 4.1497 4.3228 -0.2 0.0 0.4 0.011
H 0.0384 2.4914 2.9024 0.4 0.2 -0.2 0.016
H -0.5376 4.0537 2.2879 0.2 0.0 0.1 0.001
H -0.8099 4.2328 4.6906 0.2 -0.1 0.0 0.000
H 0.7742 3.5153 5.0212 -0.1 0.1 -0.1 0.000
H 0.6649 5.1510 4.3421 -0.2 -0.2 0.1 0.004
C 2.7111 2.2727 2.2613 0.9 0.5 0.9 0.094
C 4.2314 2.4341 2.1601 0.4 -0.1 -0.1 0.011
H 2.3290 1.5734 1.5039 -0.2 0.4 0.0 0.016
H 2.4319 1.8856 3.2512 0.1 0.2 -0.2 0.001
H 4.7422 1.5530 2.5641 -0.1 0.2 -0.1 0.000
H 4.5539 2.5620 1.1205 -0.1 0.0 0.2 0.000
H 4.5703 3.3073 2.7297 0.0 -0.3 -0.1 0.004
N -5.7788 -1.3805 1.8624 0.1 0.5 0.8 0.000
C -6.1348 -1.3475 0.4294 -0.1 -0.4 -0.8 0.000
C -4.9694 -1.9678 -0.3720 -1.0 -0.9 -1.6 0.001
O -5.2708 -2.6466 -1.3762 0.8 1.3 1.5 0.021
O -3.8305 -1.7032 0.1176 0.8 0.2 0.0 0.043
H -5.1751 -2.1874 2.0712 -0.3 0.3 -0.1 0.000
H -6.6281 -1.3984 2.4331 0.3 -0.1 0.1 0.000
H -5.2209 -0.4953 2.0852 -0.4 -1.0 -0.1 0.000
H -7.0620 -1.9010 0.2565 0.2 0.2 0.0 0.000
H -6.2416 -0.2981 0.1419 -0.2 -0.1 0.0 0.000
```
Forces are in eV/Å.

2 unconnected molecules or ions with the total composition CH4NO3S at a distorted geometry. Source: the Open Molecules 2025 dataset; level of theory: ωB97M-V with the def2-TZVPD basis set.

**Orbital gap (alpha / beta)**: 7.80 / 7.25 eV
**Spin multiplicity**: 3
**Charge**: -1
**Energy relative to the best compared isomer or geometry (same formula, charge and spin)**: 0.0 kcal/mol
**HOMO (alpha / beta)**: -3.7 / -3.7 eV

```
10
Properties=species:S:1:pos:R:3:forces:R:3:lowdin_spin:R:1
C 1.3505 -0.4031 0.1166 -0.5 0.1 -0.2 0.001
N -2.9207 1.5583 -0.2790 -2.6 -1.2 0.0 1.047
O -0.4253 1.6500 0.6512 0.3 -0.2 0.2 0.029
O 1.9639 2.2085 -0.0520 -1.2 -0.4 0.2 0.003
O -3.7791 0.7167 0.0674 1.4 1.3 -0.5 0.845
S 0.7039 1.4248 -0.3258 1.8 -1.1 -0.3 0.003
H 1.1807 -0.6958 1.1922 0.8 0.8 -0.8 0.000
H 0.7176 -1.1192 -0.4006 -0.6 0.1 -0.4 0.000
H 2.3502 -0.6028 -0.3642 -0.6 0.6 1.1 0.000
H -1.9158 1.5004 -0.0211 1.2 0.0 0.6 0.072
```
Forces are in eV/Å.

2 unconnected molecules or ions with the total composition C33H41N7O4 at a distorted geometry. Source: the Open Molecules 2025 dataset; level of theory: ωB97M-V with the def2-TZVPD basis set.

**Orbital gap**: 5.09 eV
**Energy relative to the best compared isomer or geometry (same formula, charge and spin)**: 14.8 kcal/mol
**HOMO**: -6.5 eV

```
85
Properties=species:S:1:pos:R:3:forces:R:3:mulliken_charge:R:1
C 3.2871 2.4273 -1.8767 -0.1 0.3 0.1 -1.463
C 2.7195 1.0333 -2.1182 -0.5 0.0 0.1 1.969
C 3.8094 0.1454 -2.7220 -0.1 -0.2 -0.1 -1.527
C 1.4437 1.0723 -2.9754 0.3 0.1 0.5 0.271
C 1.5497 1.4847 -4.3080 -0.3 -0.1 0.0 -0.402
C 0.4462 1.4489 -5.1578 0.0 -0.1 0.2 -1.393
C -0.7597 0.9072 -4.7051 0.4 0.0 0.1 -0.495
C -0.8876 0.4859 -3.3787 -0.5 0.3 0.2 0.161
C -2.2010 -0.1181 -2.8797 0.3 -0.2 0.2 2.483
C -2.9567 -0.9439 -3.9211 0.1 0.0 -0.1 -1.910
C -3.1067 0.9575 -2.2916 -0.1 0.3 0.1 -1.251
C 0.1815 0.6855 -2.4805 0.0 -0.2 -0.9 -0.713
N 0.0214 0.2638 -1.1034 0.0 -1.4 1.5 1.973
N -0.0117 -1.0740 -0.9003 1.4 0.2 0.8 -1.024
N 0.1319 -1.2291 0.4265 -0.2 1.4 -1.8 1.627
C 0.3867 -2.5287 0.9868 -0.2 -0.4 0.1 -1.187
C 1.6653 -2.8302 1.4927 0.4 0.1 -0.2 0.504
C 2.8981 -1.9345 1.2699 -0.5 0.1 -0.1 1.686
C 3.9837 -2.6464 0.4552 -0.1 -0.2 -0.2 -1.527
C 3.5115 -1.4443 2.5775 0.0 0.1 0.2 -1.400
C 1.8306 -4.0497 2.1521 -0.2 0.1 -0.2 -0.380
C 0.7652 -4.9387 2.2681 -0.1 -0.1 0.2 -1.626
C -0.4756 -4.6416 1.7093 0.2 0.1 -0.1 -0.383
C -0.6742 -3.4360 1.0344 -0.5 -0.2 0.0 0.906
C -2.0332 -3.1340 0.3889 0.3 0.2 -0.1 1.770
C -3.0950 -2.8378 1.4417 0.0 0.1 0.2 -1.282
C -2.5091 -4.2601 -0.5286 0.2 -0.1 -0.1 -1.665
C 0.0584 -0.0309 1.0892 0.6 -2.1 -0.6 -0.026
C -0.0391 -0.0234 2.5454 0.0 0.2 1.0 -0.884
C 0.0428 0.9580 0.1364 -0.4 1.0 -1.4 1.541
C -0.0142 2.3417 0.3582 0.9 0.3 -0.9 -1.749
H 2.5547 3.0660 -1.3731 0.1 0.0 -0.1 0.277
H 4.1797 2.3639 -1.2441 -0.1 0.0 -0.1 0.445
H 3.5714 2.8972 -2.8266 0.0 0.0 0.2 0.330
H 2.4297 0.5993 -1.1545 0.1 0.1 0.0 -1.180
H 3.4548 -0.8797 -2.8787 0.0 0.1 0.0 0.348
H 4.1526 0.5410 -3.6864 0.0 -0.1 0.2 0.322
H 4.6723 0.1056 -2.0457 -0.1 0.0 -0.1 0.414
H 2.5232 1.8149 -4.6820 -0.4 -0.1 0.1 0.341
H 0.5305 1.8223 -6.1776 0.0 -0.2 0.2 0.358
H -1.6027 0.8024 -5.3930 0.3 0.0 0.3 0.253
H -1.9101 -0.8096 -2.0786 -0.3 0.1 -0.2 -0.874
H -2.3085 -1.7023 -4.3718 -0.1 0.1 0.0 0.412
H -3.7920 -1.4618 -3.4350 0.1 0.1 -0.1 0.405
H -3.3688 -0.3131 -4.7172 0.0 -0.1 0.1 0.423
H -2.6143 1.4894 -1.4694 -0.1 0.0 -0.1 0.189
H -3.3723 1.6904 -3.0663 0.0 -0.1 0.2 0.283
H -4.0302 0.5162 -1.8991 0.1 0.1 -0.1 0.380
H 2.5603 -1.0633 0.6920 0.1 -0.1 0.1 -0.645
H 3.5982 -3.0037 -0.5062 0.0 0.0 0.1 0.327
H 4.8168 -1.9626 0.2498 -0.2 -0.1 0.1 0.405
H 4.3847 -3.5080 1.0060 -0.1 0.2 -0.1 0.349
H 2.7901 -0.8814 3.1773 0.2 -0.1 0.0 0.297
H 3.8766 -2.2903 3.1746 -0.1 0.2 -0.1 0.299
H 4.3613 -0.7841 2.3652 -0.1 -0.1 0.1 0.436
H 2.8143 -4.2981 2.5557 -0.3 0.0 -0.1 0.354
H 0.9013 -5.8757 2.8084 0.0 0.2 -0.2 0.358
H -1.3107 -5.3401 1.7797 0.3 0.1 0.0 0.356
H -1.8890 -2.2441 -0.2373 -0.2 -0.2 0.2 -0.750
H -2.7947 -2.0011 2.0829 -0.1 -0.1 0.0 0.248
H -4.0437 -2.5759 0.9588 0.2 0.0 0.1 0.414
H -3.2588 -3.7212 2.0748 0.0 0.2 -0.1 0.307
H -1.7900 -4.4396 -1.3346 -0.1 0.0 0.1 0.381
H -2.6469 -5.1941 0.0291 0.0 0.1 -0.1 0.324
H -3.4673 -3.9899 -0.9859 0.1 0.0 0.1 0.442
H -0.1200 1.0023 2.9174 0.1 -0.3 0.0 0.087
H -0.9287 -0.5909 2.8766 0.4 0.2 -0.1 0.047
H 0.8609 -0.4782 2.9836 -0.4 0.2 0.1 -0.036
H 0.8556 2.7567 0.8936 -0.7 -0.1 -0.2 0.362
H -0.5789 2.9661 -0.3334 0.6 -0.1 -0.2 0.095
O -3.4979 1.8992 1.6633 -0.1 2.6 0.7 -0.550
N -3.7396 3.0903 2.0102 -1.9 -1.7 -0.8 0.931
C -2.6579 3.9588 2.3593 1.3 0.3 -0.1 -0.710
C -1.3450 3.4861 2.2790 -2.2 -1.2 1.1 1.165
C -0.4573 4.2834 2.9657 2.4 1.1 2.4 -0.333
N 0.7778 3.9425 3.5128 -1.1 0.6 -0.3 0.762
O 1.5392 2.9991 3.3532 -0.6 0.8 0.2 -0.642
O 1.1042 4.9423 4.4651 -0.6 -0.2 -1.2 -0.207
N 0.1050 5.9235 4.5312 -1.1 -1.7 -1.3 -0.507
C -0.8601 5.4732 3.6867 2.7 -0.6 0.9 0.469
N -2.0879 5.9761 3.6297 -2.0 -0.1 -1.1 -0.600
C -2.9586 5.2360 2.9565 0.5 0.6 0.2 -0.240
O -4.9016 3.5486 2.0803 2.0 -0.7 -0.1 -0.614
H -1.0743 2.4861 1.9260 -0.3 0.6 0.2 0.404
H -3.9764 5.6198 2.8665 0.3 -0.2 0.2 0.484
```
Forces are in eV/Å.

A single C2H6N4O2 molecule at a distorted geometry. Source: the Open Molecules 2025 dataset; level of theory: ωB97M-V with the def2-TZVPD basis set.

**Orbital gap**: 8.22 eV
**Energy relative to the best compared isomer or geometry (same formula, charge and spin)**: 150.9 kcal/mol
**HOMO**: -7.5 eV

```
14
Properties=species:S:1:pos:R:3:forces:R:3:mulliken_charge:R:1
N 1.2150 -0.5306 0.1300 0.1 -0.2 0.9 -0.238
C -0.5258 -0.3772 -1.0796 -0.2 0.6 -1.8 -0.467
C -0.8688 0.0498 0.2266 0.4 -0.5 2.0 0.605
N -0.0330 0.4342 -2.0039 -0.2 -0.1 0.1 -0.247
N -2.0959 0.1967 0.7813 0.4 0.1 -0.4 -0.418
O 2.2518 0.4139 0.0084 -0.1 -0.1 0.3 -0.422
N 0.1833 -0.0958 1.0579 -0.1 -0.5 -1.9 0.299
O 0.1575 -0.5832 2.2524 0.0 0.3 0.6 -0.734
H 2.4846 0.6994 0.9110 -0.1 -0.2 -0.2 0.356
H 1.5943 -1.4174 0.4787 -0.1 0.4 0.2 0.278
H 0.6016 1.1912 -1.7538 -0.4 0.2 -0.1 0.242
H 0.0640 0.0916 -2.9486 0.2 -0.1 0.2 0.254
H -2.1365 -0.0991 1.7535 0.0 0.0 -0.1 0.271
H -2.8920 0.0265 0.1861 0.1 0.0 0.2 0.221
```
Forces are in eV/Å.

A gas-phase ion, C3H8N (charge +1) at a distorted geometry. Source: the Open Molecules 2025 dataset; level of theory: ωB97M-V with the def2-TZVPD basis set.

**SMILES**: C=C(C)[NH3+]
**Orbital gap**: 11.25 eV
**Charge**: +1
**Energy relative to the best compared isomer or geometry (same formula, charge and spin)**: 5.1 kcal/mol
**HOMO**: -15.2 eV

```
12
Properties=species:S:1:pos:R:3:forces:R:3:mulliken_charge:R:1
C 0.1710 1.3702 -0.6468 -0.3 0.2 0.3 -0.969
C 0.1436 0.1504 -0.1518 -1.9 0.1 0.0 0.820
C -0.2967 -1.0992 -0.8377 0.8 -0.6 -0.5 -1.128
N 0.1878 0.0452 1.3458 1.8 0.1 -0.2 -0.320
H 0.3322 2.2199 0.0052 0.1 0.1 -0.2 0.235
H -0.1298 1.5638 -1.6687 0.5 -0.1 -0.1 0.291
H 0.5386 -1.5530 -1.3815 0.1 -0.1 0.3 0.300
H -0.6847 -1.8550 -0.1566 -0.1 0.0 0.0 0.345
H -1.0235 -0.9342 -1.6282 -0.3 0.4 0.2 0.339
H 1.0823 -0.3916 1.6024 -0.2 -0.2 0.2 0.369
H -0.5608 -0.5006 1.7733 -0.2 0.1 -0.2 0.367
H 0.2401 0.9841 1.7448 -0.3 0.0 0.1 0.351
```
Forces are in eV/Å.

The highest energy relative to the best compared isomer or geometry (same formula, charge and spin) belongs to which entry? C2H6N4O2

Look up the energy relative to the best compared isomer or geometry (same formula, charge and spin) of the sixth one. 5.1 kcal/mol

energy relative to the best compared isomer or geometry (same formula, charge and spin) of number 6 (C3H8N)? 5.1 kcal/mol

What is the energy relative to the best compared isomer or geometry (same formula, charge and spin) in the second record? 0.0 kcal/mol